Entry 1:
Density functional theory data (ωB97M-V/def2-TZVPD) for a molecular structure, C42H52I2NS4Sb2TeZr in a non-equilibrium geometry.

Multiplicity = 1
Charge = +1
HOMO level = -9.12 eV
Energy above the lowest of the compared OMol25 structures with the same formula, charge and spin = 392.3 kJ/mol

Structure (XYZ):
```
105
Properties=species:S:1:pos:R:3:forces:R:3:mulliken_charge:R:1
Zr 1.00962 0.04409 0.94062 1.7 0.2 0.7 -1.881
S 2.37875 1.90322 1.66948 -0.3 -0.5 -0.4 -0.144
S 4.97091 1.44446 -0.18939 0.0 0.0 -0.1 0.024
S 4.54475 -0.41843 -0.80717 -0.1 -0.1 0.0 -0.135
S 2.44827 -0.73140 -1.03150 0.1 0.3 0.2 -0.121
I -0.83426 1.45486 3.03196 -0.3 0.0 0.0 0.432
C -0.40683 1.26375 5.09946 0.0 -0.1 0.2 -1.056
I 1.61452 1.01527 5.62959 0.1 0.0 0.0 0.131
H -0.98407 0.42061 5.45963 0.0 0.0 0.1 0.417
H -0.74316 2.20305 5.52054 -0.1 -0.1 0.1 0.609
C 1.48212 1.89051 -2.98319 0.3 -0.1 0.2 -1.769
C 1.89865 2.68242 -1.75555 0.0 0.1 0.0 0.649
C 0.71961 3.31101 -1.01227 0.2 -0.2 -0.3 -1.464
Sb -1.04491 1.95332 -0.40956 -0.4 0.4 -0.5 -0.147
C -3.11065 0.99921 -0.24222 -0.3 -0.1 -0.2 0.749
C -3.84206 0.34954 -1.24029 0.1 -0.1 0.0 0.536
C -5.22452 0.22661 -1.18576 0.0 0.0 0.1 -0.828
C -5.92712 0.77076 -0.11640 0.0 0.0 -0.1 -0.640
C -5.23087 1.42729 0.88594 0.0 0.0 0.0 -0.948
C -3.84368 1.53693 0.81546 -0.1 0.0 0.0 -0.547
C -2.20256 3.40895 -1.51866 -0.1 0.3 0.3 0.576
C -2.68930 3.14189 -2.79582 0.0 0.1 0.1 -0.046
C -3.38814 4.12330 -3.49205 0.0 0.0 0.0 -0.790
C -3.62115 5.36357 -2.91439 0.0 0.0 0.0 -0.630
C -3.14867 5.62749 -1.63683 0.0 0.0 0.0 -0.566
C -2.43380 4.65804 -0.94409 0.0 0.0 -0.1 -0.453
Sb 0.08434 0.39412 -2.41316 -0.5 0.1 -0.9 3.242
C -0.24608 -1.60055 -1.78626 0.3 -0.3 -0.1 1.469
C -1.33355 -1.79959 -0.95056 0.0 -0.2 0.1 0.157
C -1.81732 -3.09606 -0.74170 0.0 0.1 0.0 -0.693
C -1.20986 -4.16599 -1.36523 0.1 0.0 -0.1 -0.908
C -0.10622 -3.96130 -2.20156 -0.1 0.0 0.1 -0.942
C 0.37139 -2.68594 -2.42076 -0.1 0.0 0.1 -1.166
C -0.73679 0.00255 -4.33308 -0.3 0.2 0.0 0.998
C -0.16646 0.59051 -5.46158 -0.2 -0.1 0.0 -0.630
C -0.68300 0.30945 -6.72180 0.0 0.0 0.0 -0.716
C -1.77185 -0.53805 -6.85641 0.0 0.0 0.0 -0.594
C -2.34298 -1.12361 -5.73399 0.0 0.0 0.0 -0.759
C -1.82614 -0.85921 -4.47433 0.1 0.1 -0.1 -0.636
H 2.31663 1.43058 -3.50847 0.0 0.0 0.0 0.708
H 0.88001 2.49286 -3.66757 0.0 0.0 0.0 0.652
H 2.61527 3.44879 -2.07519 0.0 0.0 0.0 0.681
H 2.46657 2.03375 -1.09186 0.1 0.0 0.0 -1.113
H 0.22750 4.05416 -1.63925 0.0 0.1 0.0 0.821
H 1.06711 3.80452 -0.10286 0.0 0.0 0.0 0.616
H -3.33309 -0.08135 -2.09960 0.0 0.1 0.0 0.265
H -5.75735 -0.28016 -1.98208 0.0 0.0 0.0 0.523
H -7.00616 0.69450 -0.07572 0.0 0.0 0.0 0.355
H -5.76816 1.86552 1.71945 0.0 0.0 0.0 0.509
H -3.34854 2.08869 1.60992 0.0 0.0 0.0 0.076
H -2.55442 2.17280 -3.26668 0.0 0.0 0.1 0.247
H -3.75554 3.91121 -4.48864 0.0 0.0 0.0 0.462
H -4.17016 6.12243 -3.45659 0.0 0.0 0.0 0.402
H -3.33144 6.59112 -1.17798 0.0 0.0 0.0 0.434
H -2.06143 4.89348 0.04741 0.0 0.0 0.0 0.410
H -1.84437 -0.97063 -0.47420 0.0 0.0 0.0 -0.685
H -2.67545 -3.24129 -0.09799 0.0 0.0 0.0 0.576
H -1.59046 -5.16872 -1.21635 0.0 0.0 0.0 0.428
H 0.36772 -4.80342 -2.68981 0.0 0.0 0.0 0.436
H 1.21637 -2.53191 -3.07968 0.0 0.0 0.0 0.414
H 0.68305 1.25326 -5.38120 0.0 0.0 0.0 0.341
H -0.23053 0.75661 -7.59728 0.0 0.0 0.0 0.432
H -2.17541 -0.74651 -7.83898 0.0 0.0 0.0 0.403
H -3.18944 -1.79003 -5.83943 0.0 0.0 0.0 0.432
H -2.26870 -1.33884 -3.60903 0.0 0.0 0.0 0.229
C -4.85273 -1.62022 2.54662 -0.1 0.0 0.0 -1.055
Te -2.78339 -1.86845 2.92883 0.2 0.2 0.1 0.327
C -2.88937 -3.97785 3.11106 0.0 -0.1 0.0 -1.144
H -5.07029 -1.80504 1.49821 0.0 0.0 0.0 0.320
H -5.11759 -0.59589 2.79477 0.0 -0.1 0.0 0.244
H -5.39293 -2.31074 3.19024 0.0 0.0 0.0 0.459
H -3.60355 -4.22659 3.89214 0.0 0.0 0.0 0.425
H -1.90536 -4.34713 3.39669 0.0 0.0 0.0 0.293
H -3.18915 -4.42353 2.16508 0.0 0.0 0.0 0.367
C 7.15320 -1.56361 3.03043 0.0 0.0 0.0 -1.789
C 6.01680 -0.69081 2.58238 -0.2 -0.1 0.1 0.601
C 6.21295 0.54367 2.11810 -0.1 0.1 -0.1 -1.424
C 5.07590 1.41026 1.66316 0.1 -0.1 0.0 1.426
C 5.33431 2.89749 1.97204 0.0 0.0 0.1 -1.593
C 3.77787 0.93878 2.32669 0.0 0.0 0.0 -0.116
C 3.57488 -0.56900 2.37330 -0.5 0.3 0.2 -0.255
C 4.67542 -1.28991 2.60857 0.4 -0.2 0.1 -0.567
N 2.24310 -0.99471 2.20196 0.2 -0.4 -0.1 0.821
C 1.74998 -2.38243 2.49552 -0.1 0.2 0.1 3.218
C 0.67189 -2.65852 1.44455 0.2 0.1 0.2 -2.217
C 1.11920 -2.38757 3.88603 0.0 0.0 0.1 -1.083
C 2.72968 -3.55212 2.39077 0.0 0.0 -0.1 -2.490
H 8.11114 -1.05760 2.92437 0.0 0.0 0.0 0.412
H 7.18354 -2.48761 2.44757 0.0 0.0 0.0 0.363
H 7.03010 -1.84933 4.07783 0.0 0.0 0.0 0.335
H 7.21549 0.94193 2.00681 0.0 0.0 0.0 0.262
H 6.40256 3.10852 1.96470 0.0 0.0 -0.1 0.391
H 4.94555 3.14593 2.96101 0.1 0.0 0.0 0.343
H 4.85027 3.56158 1.25400 -0.1 0.0 0.0 0.456
H 3.86618 1.24243 3.37675 0.0 0.1 0.0 0.407
H 4.64965 -2.35488 2.74239 0.0 0.1 0.0 0.325
H -0.08647 -1.85514 1.40167 -0.4 -0.2 0.1 -0.172
H 0.07342 -3.52707 1.71517 -0.1 0.0 0.0 0.754
H 1.11112 -2.81578 0.45900 -0.1 0.0 -0.1 0.398
H 0.32189 -1.64325 3.96025 0.0 0.0 0.0 -0.159
H 1.86587 -2.15231 4.64512 0.0 0.0 0.0 0.328
H 0.69956 -3.37228 4.11132 0.0 0.0 0.0 0.392
H 3.32315 -3.51571 1.47697 0.0 0.0 0.0 0.455
H 2.13384 -4.46758 2.36633 0.0 0.0 0.0 0.496
H 3.38581 -3.62601 3.25412 0.0 0.0 0.0 0.611
```
Positions in Å, forces in eV/Å.

***

Entry 2:
Density functional theory data (ωB97M-V/def2-TZVPD) for 12 unconnected molecules or ions with the total composition C34H66Cl8N8O10 in a non-equilibrium geometry.

Multiplicity = 2
Charge = -3
HOMO level (alpha / beta) = 3.37 / 3.33 eV

Structure (XYZ):
```
126
Properties=species:S:1:pos:R:3:forces:R:3:mulliken_spin:R:1
C 0.76455 1.09899 2.05815 -1.3 -0.5 0.0 0.015
C -0.03501 -0.28970 1.92105 0.9 1.4 0.4 0.006
N 0.60946 -1.29472 1.10887 0.8 -0.9 -5.0 0.000
C 1.93700 -1.71726 1.19837 -0.4 -0.8 -1.3 -0.031
C 2.18820 -2.53656 0.08975 -0.3 0.3 1.2 0.022
N 1.05383 -2.60146 -0.67332 -1.0 3.0 1.4 -0.036
C 0.15076 -1.72110 -0.16192 1.1 -0.9 2.4 0.072
C 0.86279 -3.25547 -1.93478 -0.8 -1.1 -0.7 0.002
H 1.83204 1.15904 2.27018 -0.1 -0.9 0.5 -0.007
H 0.19925 1.64115 2.81616 0.3 -0.1 0.3 0.006
H 0.67394 1.78578 1.21660 -0.5 -0.5 -0.6 0.023
H -1.02214 -0.06369 1.51782 0.2 -0.1 -0.3 -0.069
H -0.19507 -0.82601 2.85638 0.1 0.7 0.5 0.011
H 2.59224 -1.31525 1.95695 0.1 -0.4 0.1 -0.029
H 3.01624 -3.13335 -0.26322 0.2 0.3 0.5 0.014
H -0.77691 -1.45194 -0.64502 -0.3 0.2 0.0 -0.012
H 1.68225 -3.93904 -2.15689 0.1 0.4 0.1 0.002
H 0.64792 -2.55488 -2.74168 0.2 0.4 0.0 0.000
H -0.02205 -3.88314 -1.82904 0.0 -0.1 0.0 0.001
C 1.99139 0.69774 -2.06216 -0.2 0.8 -0.7 0.010
C 2.33437 2.02325 -1.33552 -0.1 -0.8 0.9 -0.013
N 1.46216 3.18782 -1.61482 -4.2 0.6 -1.1 0.021
C 1.71279 4.32768 -2.38011 -1.1 1.1 0.8 -0.001
C 0.57912 5.16903 -2.37991 1.5 -2.0 0.5 0.000
N -0.42086 4.52014 -1.66421 5.2 -4.5 -0.5 -0.005
C 0.07790 3.23181 -1.35935 1.4 2.7 0.0 -0.001
C -1.74702 4.86861 -1.47420 -1.6 0.7 0.0 0.002
H 2.13023 0.94630 -3.11432 -0.5 -0.6 -0.3 0.000
H 0.99706 0.28816 -1.88425 -0.6 0.9 -0.3 -0.001
H 2.55235 -0.21269 -1.85112 1.1 0.6 0.4 0.000
H 3.34398 2.38245 -1.53496 0.0 -0.2 -0.1 -0.014
H 2.27673 1.85905 -0.25951 0.1 0.2 0.0 0.008
H 2.71455 4.53286 -2.72761 -0.2 0.0 -0.1 -0.005
H 0.44632 6.13517 -2.84396 0.0 -0.2 0.1 0.001
H -0.50626 2.52812 -0.78490 0.0 -0.3 -0.2 -0.003
H -1.72972 5.95212 -1.35680 -0.6 0.0 0.0 0.001
H -2.10734 4.38100 -0.56838 -0.2 0.1 -0.1 -0.004
H -2.28908 4.53502 -2.35907 -0.5 0.1 0.1 0.000
C -0.53227 0.83117 -4.19196 -4.1 -0.6 -4.8 -0.002
O -0.81762 -0.31917 -3.83680 2.4 -5.3 3.2 0.003
O -1.43739 1.64769 -4.03983 -3.7 6.2 5.0 -0.002
O -0.01361 1.08341 -5.30726 6.6 -0.5 -3.3 0.000
C -3.12017 1.26894 -0.57331 1.5 0.6 0.8 0.005
O -3.92516 1.02016 -1.42611 -5.1 -0.8 -3.5 0.492
O -2.11184 0.61423 -0.85503 4.2 -2.4 0.2 0.442
O -3.19322 2.04213 0.35367 -0.5 2.5 3.4 0.045
Cl -3.65442 -1.32210 3.82015 0.1 0.0 0.5 -0.053
C -3.94903 -0.52903 2.26340 -1.6 1.2 -0.4 0.101
C -5.25792 0.40415 2.28432 0.9 -0.5 -0.6 0.063
Cl -6.73969 -0.32190 2.99471 0.3 -0.1 0.4 -0.030
H -3.96668 -1.34057 1.53594 -0.3 0.3 -0.2 0.014
H -3.12401 0.15269 2.05677 -0.1 -0.1 -0.1 -0.023
H -5.64334 0.71436 1.31307 0.8 -0.4 -0.4 -0.011
H -5.00299 1.36216 2.73746 -0.2 -0.4 0.6 0.006
Cl -1.06743 -5.85348 -5.15785 -0.3 1.0 0.1 -0.001
C -1.11983 -4.01680 -5.06897 0.6 0.1 0.9 0.001
C -1.99842 -3.30301 -6.01983 0.1 0.1 -1.0 0.000
Cl -1.62032 -3.56850 -7.72824 0.5 -0.9 -1.4 0.000
H -0.09142 -3.65749 -5.10583 0.0 -0.3 -0.4 0.000
H -1.46148 -3.65996 -4.09735 -0.2 -0.5 0.3 0.000
H -1.69703 -2.25552 -6.01993 -0.9 0.3 1.3 0.000
H -3.05224 -3.57710 -5.97059 0.2 0.6 0.6 0.000
Cl 3.71444 3.19253 1.66643 0.7 -2.0 0.5 -0.024
C 3.28502 4.79665 1.33771 -1.2 2.7 0.2 0.026
C 2.61016 5.53296 2.55164 0.5 -1.3 -0.3 -0.139
Cl 3.53918 5.25979 4.09410 -0.5 0.4 -0.6 0.052
H 2.50277 4.75640 0.57971 0.1 0.2 -0.2 0.006
H 4.14853 5.32826 0.93789 0.0 0.0 0.2 0.000
H 1.62367 5.07610 2.63040 0.0 0.0 0.5 0.005
H 2.45101 6.60116 2.40426 0.4 -0.1 -0.2 0.004
Cl 3.08346 -2.35708 -4.42336 0.0 -0.1 0.5 -0.001
C 3.31484 -1.86244 -6.11571 0.0 0.1 -0.2 0.000
C 1.98809 -1.27079 -6.64031 0.4 -0.6 1.0 0.000
Cl 2.13079 -0.94770 -8.35948 0.1 0.1 -0.7 0.000
H 3.71049 -2.74958 -6.61021 -0.7 -0.1 -0.4 0.000
H 4.17678 -1.19534 -6.12801 -0.4 0.5 0.0 0.000
H 1.65430 -0.36940 -6.12634 0.1 0.6 0.2 0.000
H 1.14751 -1.94027 -6.45777 0.2 -0.3 -0.3 0.000
C 5.92318 -0.29764 2.51988 -0.7 -1.5 0.0 -0.049
O 4.91537 -0.90917 2.82398 -0.7 0.3 -0.3 0.029
N 6.44282 0.71371 3.22878 -0.8 0.4 0.4 0.112
C 5.64476 1.26125 4.34289 -0.7 -0.4 0.1 -0.068
C 7.82642 0.64194 3.61723 0.5 1.5 -0.3 -0.067
H 6.44861 -0.63693 1.61379 0.6 0.4 0.2 -0.016
H 5.89729 2.29976 4.55696 0.6 -0.2 0.1 -0.034
H 5.72252 0.58172 5.19158 0.5 0.3 0.4 0.015
H 4.56136 1.28760 4.22606 0.1 -0.2 -1.0 0.014
H 8.13864 1.68400 3.54844 0.7 0.0 0.4 0.015
H 7.86954 0.32638 4.65966 0.3 -0.2 0.0 0.007
H 8.50131 0.05988 2.98967 -0.5 -0.2 -0.1 -0.007
C -1.56791 3.81627 2.68093 -2.7 0.3 -1.1 0.015
O -0.67772 4.27594 2.01776 2.3 0.5 -0.4 0.005
N -1.58018 3.36960 3.92189 2.1 0.1 -0.1 -0.055
C -2.75347 3.00825 4.59832 -0.2 -1.4 2.3 0.009
C -0.35236 3.45149 4.74995 -1.0 -0.1 -0.2 -0.024
H -2.56277 3.79398 2.20980 -0.3 -0.4 0.2 0.003
H -2.90634 3.68748 5.43699 -0.7 0.6 -0.2 -0.010
H -2.45316 2.12848 5.16745 -0.4 -0.6 0.0 -0.002
H -3.66107 2.70966 4.07371 0.3 0.6 -0.5 0.035
H 0.50094 3.12527 4.15534 0.1 0.5 0.2 0.040
H -0.30721 4.46338 5.15261 0.6 0.1 -0.2 0.004
H -0.46312 2.80156 5.61795 0.0 -0.2 -0.2 -0.027
C -3.41062 -2.93522 -2.03069 0.5 3.0 -3.5 -0.005
O -2.96646 -1.98996 -2.78215 -1.7 -3.9 3.2 0.009
N -4.67863 -2.99323 -1.50822 0.6 -0.1 0.2 -0.015
C -5.09611 -4.11964 -0.63068 -0.2 0.7 -1.0 0.009
C -5.57785 -1.87001 -1.74529 -0.6 0.6 0.6 -0.007
H -2.86537 -3.88770 -1.94300 0.2 0.1 0.5 0.004
H -4.26299 -4.60508 -0.12239 0.0 0.2 -0.2 0.009
H -5.62143 -4.85176 -1.24400 0.0 -0.3 0.0 -0.005
H -5.81843 -3.80155 0.12110 0.2 0.3 0.1 0.001
H -5.40709 -1.26969 -2.63891 0.8 -0.5 0.0 0.003
H -6.62798 -2.15309 -1.81729 0.0 -0.7 0.1 -0.001
H -5.53368 -1.15996 -0.91947 0.2 0.1 0.1 0.005
C -0.04595 -5.30046 1.62470 0.5 -0.8 0.4 0.045
O -0.26668 -5.86731 0.55043 -0.5 1.1 0.9 -0.017
N -0.83944 -4.51702 2.40248 0.2 -1.6 -2.7 -0.168
C -0.45176 -4.06056 3.73078 -0.7 -0.1 -1.1 0.186
C -2.17856 -4.23422 1.89415 -0.4 0.6 1.3 0.029
H 0.91841 -5.47945 2.12488 0.2 0.2 0.0 0.029
H -0.97936 -4.66854 4.46569 -0.1 0.3 0.3 -0.040
H -0.80654 -3.03032 3.70197 0.4 0.2 1.0 0.008
H 0.62503 -4.16632 3.86286 -0.1 0.3 0.0 -0.016
H -2.89261 -4.59500 2.63447 -0.2 0.0 0.1 0.001
H -2.29909 -3.15103 1.87724 -0.2 0.1 -0.2 0.002
H -2.48527 -4.65893 0.93830 1.0 -0.1 0.1 0.024
```
Positions in Å, forces in eV/Å.